# 1
ORCA calculation (the ωB97M-V functional and the def2-TZVPD basis) on a structure of composition C16H12Cl2FeO5S.

The calculation puts the strongest force on any atom at 5.634 eV Å⁻¹. For the molar mass, the calculation gives 443.1 g mol⁻¹. Its spin multiplicity is 5. The calculation puts the relative energy (zero: lowest compared OMol25 entry of this formula, charge and spin) at 82.5 kJ/mol. The total energy is -3575.1194 Eh. The lowest unoccupied orbital energy (alpha / beta) comes out at 0.0041 / -0.0733 Ha.

Positions of all 37 atoms, in Å:
O 4.65173 -3.97605 -1.41623
C 4.34208 -2.88742 -1.67772
Fe 4.15118 -1.21051 -2.10772
C 5.25924 -0.59481 -0.89115
O 6.14102 -0.49503 -0.14366
C 5.35663 -1.38947 -3.38413
O 6.38628 -1.58000 -3.89780
C 1.57762 -0.85851 -0.70367
C 1.28179 -1.92039 -1.67939
C 2.31610 -1.85011 -2.81134
C 2.61092 -0.55756 -3.33823
C 2.89283 0.41752 -2.36210
C 2.59354 0.04432 -1.00736
H 1.07670 -0.87469 0.26096
H 1.25728 -2.91765 -1.19653
H 0.26133 -1.81229 -2.10893
H 2.30616 -2.74316 -3.45732
H 2.76889 -0.40646 -4.40607
H 3.35243 1.38576 -2.58819
H 2.98670 0.69445 -0.21526
Cl -6.03588 2.43825 5.74649
C -5.13708 1.98538 4.35989
C -4.52269 0.72691 4.29457
C -3.83333 0.34638 3.13234
C -3.77572 1.21791 2.04783
S -3.08239 0.69425 0.46016
C -1.36762 0.88915 0.55752
Cl -0.62146 0.99369 -0.93279
O -3.39727 -0.70624 0.29724
O -3.65546 1.66957 -0.44704
C -4.34581 2.48643 2.12757
C -5.04129 2.87201 3.27873
H -4.60633 0.04601 5.13885
H -3.36339 -0.63201 3.07020
H -0.97782 1.47920 1.38699
H -4.28494 3.17714 1.29065
H -5.52199 3.84801 3.32266

***

# 2
ORCA calculation (the ωB97M-V functional and the def2-TZVPD basis) on a structure of composition C16H12Cl2IrN2O2S3.

The total charge is +1. The calculation puts the strongest force on any atom at 0.187 eV Å⁻¹. For the molar mass, the calculation gives 623.6 g mol⁻¹. The total energy is -3095.9406 Eh. The lowest unoccupied orbital energy (alpha / beta) comes out at -0.2164 / -0.2179 Ha.

Positions of all 38 atoms, in Å:
Ir 0.55331 0.74718 -0.38873
Cl 2.84150 1.01540 -0.77971
C 3.18328 2.68041 -0.32719
C 4.48578 3.11855 -0.39657
C 4.73518 4.43447 -0.02996
C 3.70763 5.26380 0.39259
C 2.40836 4.78745 0.45350
Cl 1.14703 5.82999 0.97864
C 2.11958 3.46678 0.08673
S 0.48692 2.83589 0.12786
H 5.27996 2.46348 -0.72510
H 5.74522 4.81743 -0.07390
H 3.90623 6.28667 0.67870
O -3.88685 1.55063 -0.31605
C -4.24256 0.26045 -0.15531
C -5.61277 0.00280 -0.08415
C -6.07323 -1.28380 0.07603
C -5.18159 -2.35431 0.17044
C -3.83190 -2.10937 0.10169
C -3.33455 -0.80658 -0.06130
C -1.88569 -0.61012 -0.12955
O -1.41351 0.61442 -0.25350
N -1.07157 -1.61731 -0.05993
N 0.24938 -1.20977 -0.16725
C 1.06870 -2.25044 -0.02709
S 0.41677 -3.82399 0.05659
C 2.00897 -4.62036 0.42941
C 3.11514 -3.82091 -0.22385
S 2.76980 -2.06493 0.09802
H -2.92166 1.61527 -0.34652
H -6.28974 0.84254 -0.15949
H -7.13910 -1.46297 0.12932
H -5.54805 -3.36305 0.29690
H -3.12446 -2.92323 0.17519
H 1.96811 -5.63585 0.03870
H 2.12238 -4.65942 1.51233
H 3.14815 -3.97020 -1.30199
H 4.08982 -4.04700 0.20450

***

# 3
ORCA calculation (the ωB97M-V functional and the def2-TZVPD basis) on a structure of composition C16H13Cl2MgNO14P2.

The total charge is -2. The calculation puts the strongest force on any atom at 0.511 eV Å⁻¹. For the molar mass, the calculation gives 600.4 g mol⁻¹. The calculation puts the relative energy (zero: lowest compared OMol25 entry of this formula, charge and spin) at 15.0 kJ/mol. The total energy is -3529.4361 Eh. The lowest unoccupied orbital energy comes out at 0.1496 Ha.

Positions of all 49 atoms, in Å:
Mg -0.20673 0.71823 0.40284
O -5.78380 -1.43994 -1.19249
C -4.55045 -0.99384 -0.79763
C -4.25518 0.35803 -0.73042
C -2.98369 0.73155 -0.33332
N -2.06073 -0.17261 -0.01868
C -2.35630 -1.47122 -0.03736
C -3.59434 -1.93456 -0.44256
C -1.28369 -2.43331 0.47891
O -1.36441 -3.61631 0.16974
O -0.38669 -1.85530 1.17878
C -2.58311 2.21163 -0.17363
O -3.45135 3.04033 -0.47270
O -1.42610 2.39783 0.28058
H -6.32108 -0.66788 -1.39759
H -4.97039 1.13567 -0.97079
H -3.79616 -2.99532 -0.45981
C 2.67669 -0.46395 4.57630
C 1.94404 0.32704 3.51108
O 2.40842 1.69666 3.58585
P 2.39306 -0.16088 1.82056
O 4.00007 -0.11346 1.78616
O 2.15172 -1.68271 1.60170
O 1.81401 0.77978 0.81975
P 0.08835 0.26969 3.75545
O -0.21485 -1.30699 3.85344
O -0.20620 0.93058 5.04504
O -0.47227 0.78599 2.45348
H 3.75554 -0.31445 4.49405
H 2.45146 -1.52472 4.47581
H 2.33520 -0.11899 5.55299
H 1.71661 2.24524 3.19150
H 4.27599 0.80211 1.92313
H 1.20383 -1.92990 1.31251
H -0.44231 -1.64667 2.96071
Cl 2.88426 0.64626 -6.78885
C 2.04936 0.80391 -5.25188
C 1.32567 1.97456 -4.98628
C 0.67192 2.11526 -3.79496
Cl -0.22887 3.56345 -3.47993
C 0.68249 1.10794 -2.75175
O 0.06783 1.28718 -1.67805
C 1.43239 -0.06730 -3.09757
C 1.50276 -1.18194 -2.17474
O 1.00702 -1.23792 -1.07064
C 2.09486 -0.19883 -4.32389
H 1.28154 2.76682 -5.72159
H 2.07896 -2.05512 -2.55623
H 2.64462 -1.11162 -4.52701

***

# 4
ORCA calculation (the ωB97M-V functional and the def2-TZVPD basis) on a structure of composition C16H13N2O4Pt.

The total charge is +1. The calculation puts the strongest force on any atom at 0.452 eV Å⁻¹. For the molar mass, the calculation gives 492.4 g mol⁻¹. The calculation puts the relative energy (zero: lowest compared OMol25 entry of this formula, charge and spin) at 0.0 kJ/mol. The total energy is -1146.9940 Eh. The lowest unoccupied orbital energy comes out at -0.2115 Ha.

Positions of all 36 atoms, in Å:
Pt -0.88476 -0.84848 -1.40504
O 3.55705 -0.23851 -2.37429
C 3.87758 0.00847 -1.08871
C 5.21152 0.33710 -0.84352
C 5.63669 0.61167 0.43593
C 4.74616 0.56879 1.51210
C 3.43028 0.25573 1.28192
C 2.96589 -0.02731 -0.01552
C 1.55122 -0.32364 -0.19646
O 1.11082 -0.58157 -1.42408
N 0.74612 -0.32607 0.83139
N -0.55432 -0.56582 0.47090
C -1.53645 -0.55176 1.31998
C -2.92036 -0.77261 1.05652
C -3.80647 -0.57739 2.14188
C -5.15490 -0.75651 1.99423
C -5.66458 -1.14574 0.74876
C -4.83590 -1.35756 -0.32845
C -3.45667 -1.17867 -0.19764
O -2.70143 -1.45376 -1.25714
H 2.63307 -0.51882 -2.42623
H 5.89083 0.36138 -1.68397
H 6.67542 0.86147 0.60667
H 5.08906 0.77961 2.51470
H 2.72505 0.21912 2.09991
H -1.22399 -0.34113 2.33845
H -3.39667 -0.28029 3.09853
H -5.82111 -0.60128 2.82994
H -6.73069 -1.28368 0.62818
H -5.22123 -1.66551 -1.28980
C 0.09861 2.06960 -1.76350
C -1.04512 1.14563 -2.01255
O -2.07960 1.31029 -2.52230
H -0.16195 3.02411 -2.21640
H 1.01716 1.66297 -2.17894
H 0.23368 2.18020 -0.68548

***

# 5
ORCA calculation (the ωB97M-V functional and the def2-TZVPD basis) on a structure of composition C16H13N3PtS2.

The total charge is +2. The calculation puts the strongest force on any atom at 1.661 eV Å⁻¹. For the molar mass, the calculation gives 506.5 g mol⁻¹. Its spin multiplicity is 5. The total energy is -1696.6286 Eh. The lowest unoccupied orbital energy (alpha / beta) comes out at -0.2601 / -0.3718 Ha.

Positions of all 35 atoms, in Å:
Pt 0.00212 -2.21555 -0.93922
N -0.01261 1.89947 -1.60169
C 1.92880 -0.00544 -1.01843
C 3.02510 0.81171 -1.06976
C 4.26324 0.17981 -1.18811
C 4.33172 -1.20694 -1.23170
C 3.16736 -1.95050 -1.18269
N 1.98048 -1.33086 -1.10004
C -1.92710 -0.00609 -1.01866
C -3.02333 0.81105 -1.07050
C -4.26205 0.18020 -1.18754
C -4.33123 -1.20646 -1.23009
C -3.16685 -1.95039 -1.18113
N -1.97968 -1.33229 -1.09945
H 0.01966 2.81036 -1.17361
H 2.93407 1.88848 -1.03280
H 5.16460 0.77477 -1.25718
H 5.28235 -1.71437 -1.31309
H 3.17853 -3.03197 -1.21886
H -2.93086 1.88775 -1.03497
H -5.16317 0.77543 -1.25669
H -5.28201 -1.71370 -1.31094
H -3.17872 -3.03186 -1.21692
S 0.00036 -2.22467 1.41778
C -0.00100 -0.53779 1.78617
C 0.00021 -0.30074 3.18424
C -0.00007 0.97618 3.69702
C -0.00158 2.05762 2.82551
C -0.00316 1.84330 1.44277
C -0.00283 0.57873 0.90490
S -0.00663 0.53872 -0.93846
H 0.00132 -1.15404 3.85168
H 0.00056 1.12782 4.76757
H -0.00210 3.06944 3.20821
H -0.00549 2.70279 0.78668

***

# 6
ORCA calculation (the ωB97M-V functional and the def2-TZVPD basis) on the molecule C16H13N7O2.

The calculation puts the strongest force on any atom at 5.553 eV Å⁻¹. For the molar mass, the calculation gives 335.3 g mol⁻¹. The calculation puts the relative energy (zero: lowest compared OMol25 entry of this formula, charge and spin) at 175.3 kJ/mol. The total energy is -1151.2232 Eh. The SMILES is CC(=O)NCC(=O)Nc1ccc2cnn(-c3cncc(C#N)n3)c2c1. The lowest unoccupied orbital energy comes out at -0.0270 Ha.

Positions of all 38 atoms, in Å:
C 5.24123 -2.19510 -0.28052
C 3.81454 -1.66505 -0.59386
O 3.38390 -0.50495 -0.19390
N 2.98395 -2.55368 -1.32336
C 1.67075 -2.01184 -1.83840
C 0.54120 -2.12224 -0.72863
O 0.04716 -3.24112 -0.42202
N 0.01682 -0.88124 -0.39784
C -1.16697 -0.51271 0.26419
C -2.26984 -1.31461 0.61862
C -3.49943 -0.77305 1.06427
C -3.72470 0.55329 0.95055
C -4.83675 1.36197 1.26451
N -4.61599 2.60776 1.11686
N -3.25155 2.67056 0.76949
C -2.67571 3.93448 0.38173
C -3.51871 4.95134 0.23362
N -3.17963 6.21756 -0.10490
C -1.83818 6.43272 -0.25495
C -0.89262 5.35756 -0.18210
C 0.50496 5.51349 -0.54227
N 1.65700 5.57814 -0.74766
N -1.35115 4.06050 0.05579
C -2.61513 1.40831 0.61854
C -1.36766 0.86452 0.28764
H 5.41570 -1.87403 0.77330
H 6.04194 -1.70262 -0.85953
H 5.37018 -3.30330 -0.33026
H 3.18225 -3.52822 -1.57117
H 1.43515 -2.49091 -2.76380
H 1.63831 -0.99807 -2.22184
H 0.64229 -0.10140 -0.65615
H -2.09212 -2.40751 0.39878
H -4.32125 -1.41521 1.46408
H -5.74652 0.91716 1.76404
H -4.60201 4.82031 0.27722
H -1.47141 7.41045 -0.53237
H -0.63295 1.51248 -0.17857

***

> What is the strongest force on any atom in the sixth record?

5.553 eV Å⁻¹